Model P:
{"formula": "C2H13NO3S", "method": "ωB97M-V/def2-TZVPD", "elements": ["H", "O", "H", "H", "H", "H", "H", "H", "H", "S", "H", "C", "O", "H", "H", "O", "N", "C", "H", "H"], "positions_angstrom": [[0.87878, -0.54784, 3.01185], [0.77846, 3.37284, 1.28703], [-2.09316, 1.48541, -1.43074], [1.34572, 3.60668, 2.02336], [1.75308, -0.45100, -3.48907], [0.53448, 0.19709, -0.58440], [-0.58796, 2.27130, -0.91807], [0.87734, -2.39283, -0.25568], [-2.26923, -1.09558, -0.31416], [-0.15125, -2.23741, 0.50319], [-0.35116, 0.41279, 2.80775], [-1.09613, -1.06521, -0.63119], [1.10068, -0.50621, -2.79865], [0.79615, 0.40375, -2.82622], [-0.90461, 0.49349, 0.69142], [0.58091, 0.31464, 2.51831], [-1.05951, 1.35508, -1.19114], [-0.56490, 0.28664, -0.34597], [1.16206, 2.53086, 1.05564], [-1.01915, -1.37987, -1.67527]], "lowdin_charge": [0.09, -0.06, 0.10, 0.03, 0.03, 0.10, 0.09, -0.19, 0.13, 0.70, 0.04, -0.53, -0.05, 0.03, 0.08, -0.15, -0.04, -0.47, 0.01, 0.06], "homo_ha": -0.323, "orbital_gap_ev": 9.429, "charge": 0, "smiles": "NCCS.O.O.O", "spin_multiplicity": 1, "lumo_ev": 0.635}

***

Model Q:
{"formula": "C2H13NO3S", "method": "ωB97M-V/def2-TZVPD", "elements": ["O", "H", "H", "C", "H", "H", "H", "H", "O", "H", "H", "H", "C", "N", "S", "H", "H", "O", "H", "H"], "positions_angstrom": [[2.27976, -0.73287, 1.71665], [-1.36415, -0.52099, 1.72449], [0.49203, -0.13682, 0.48076], [-0.33309, 0.53689, 0.21963], [2.58411, -1.10579, 2.52243], [2.33719, -0.87079, -1.38931], [2.86058, -0.94744, 0.96377], [-2.93182, -0.09406, -0.02347], [3.07323, -1.38675, -1.00148], [-1.30115, 1.37868, -1.51990], [0.42444, 2.41462, 0.12585], [-1.05134, -0.29503, -1.68530], [-0.58842, 0.58937, -1.23016], [-1.46047, 0.24005, 1.06606], [0.93871, 0.85158, -2.11331], [-4.06830, -1.18513, -0.08555], [3.78301, -1.09970, -1.59007], [-3.85124, -0.27221, -0.30719], [0.00968, 1.62746, 0.52402], [-1.83274, 1.00893, 1.60208]], "lowdin_charge": [-0.06, 0.10, 0.10, -0.36, 0.02, -0.08, 0.02, -0.03, -0.11, 0.08, 0.27, 0.09, -0.73, 0.03, 0.56, 0.03, 0.04, -0.09, 0.04, 0.10], "homo_ha": -0.307, "orbital_gap_ev": 6.126, "charge": 0, "spin_multiplicity": 1, "lumo_ev": -2.240}

***

Which is most stable? The ranking, best first, is model P, model Q.

***

Model P:
{"formula": "C5H15NO", "method": "ωB97M-V/def2-TZVPD", "elements": ["C", "C", "O", "C", "H", "H", "H", "H", "H", "H", "H", "H", "C", "H", "H", "H", "H", "H", "H", "C", "N", "H"], "positions_angstrom": [[-2.11907, -0.65245, 0.21521], [1.08910, 0.28470, -1.55024], [3.51289, -2.27274, 0.51249], [-1.00302, 1.48988, 0.44350], [-2.64688, -0.26997, 1.07770], [-1.48875, -1.51086, 0.51136], [-0.07936, -1.39487, -0.95281], [3.20204, -2.26624, -0.40066], [1.26224, 0.52499, -2.59738], [-2.02354, 1.75640, 0.71136], [0.75686, 1.95925, 1.74376], [0.28945, 0.27913, 1.77479], [-0.11165, 1.29584, 1.67847], [-0.67364, 1.39516, 2.60863], [-2.78133, -1.07518, -0.55733], [0.90662, 1.26273, -1.07131], [-0.81123, -0.54814, -2.28561], [-0.50039, 2.24466, -0.17649], [1.90844, -0.27349, -1.09776], [-0.29212, -0.36134, -1.32235], [-1.15673, 0.28372, -0.37952], [2.76008, -2.15118, 1.11420]], "lowdin_charge": [-0.16, -0.15, -0.26, -0.28, 0.07, 0.04, 0.05, -0.06, 0.05, 0.09, 0.05, 0.04, -0.15, 0.04, 0.07, 0.05, 0.09, 0.09, 0.03, -0.36, -0.26, -0.06], "homo_ha": [0.040, -0.159], "orbital_gap_ev": [2.848, 8.024], "charge": -1, "spin_multiplicity": 2, "lumo_ev": [3.946, 3.696]}

***

Model Q:
{"formula": "C5H15NO", "method": "ωB97M-V/def2-TZVPD", "elements": ["H", "H", "H", "N", "H", "C", "H", "H", "C", "H", "H", "H", "H", "H", "H", "H", "H", "O", "H", "C", "C", "C"], "positions_angstrom": [[2.31958, -0.59988, -0.14247], [-2.52876, -0.06552, -2.10325], [-2.35128, -0.21441, -0.37062], [1.15395, 1.87353, -0.50968], [0.15949, 0.21569, -2.21682], [-1.88830, -0.53566, -1.35567], [1.02896, -1.03814, 1.01437], [2.02314, 1.52025, -0.93983], [1.19210, -0.82222, -0.05508], [-1.10597, 1.22157, -1.76458], [0.84515, -1.66385, -0.63473], [-0.30742, 0.82878, 0.46625], [-1.85831, -1.56597, -1.21889], [2.23569, 1.20863, 1.37721], [1.12675, 2.44704, 1.64005], [2.61392, 2.84161, 0.89002], [-1.96128, -2.78065, 2.98539], [-1.70933, -2.86456, 2.06915], [-2.30417, -2.35405, 1.54304], [-0.55060, 0.27059, -1.48282], [0.32419, 0.58677, -0.32872], [1.86619, 2.13397, 0.97054]], "lowdin_charge": [0.07, 0.05, 0.04, -0.04, 0.07, -0.21, 0.03, 0.06, -0.07, 0.11, 0.04, 0.07, 0.00, 0.04, 0.03, 0.02, -0.06, -0.35, -0.10, -0.28, -0.42, -0.08], "homo_ha": [0.040, -0.241], "orbital_gap_ev": [2.487, 9.964], "charge": -1, "spin_multiplicity": 2, "lumo_ev": [3.562, 3.406]}

***

Which is most stable? The ranking, best first, is model P, model Q.

***

Model P:
{"formula": "C2H5N3S2", "method": "ωB97M-V/def2-TZVPD", "elements": ["H", "N", "H", "H", "H", "S", "N", "S", "C", "H", "N", "C"], "positions_angstrom": [[-2.69047, -0.34993, 0.24301], [-0.03346, -0.77465, 0.24429], [-0.70604, -0.93040, -0.48497], [0.56478, 0.63539, 1.65255], [-3.02147, 1.18221, -0.13182], [1.47037, -1.46844, 0.10449], [-1.34885, 1.06812, 0.86018], [3.96881, -0.49007, -1.33132], [-0.27432, 0.39542, 0.96432], [1.87193, 0.58075, -1.11535], [-2.23147, 0.47907, -0.11346], [2.43019, -0.32747, -0.89190]], "lowdin_charge": [0.07, -0.40, 0.06, 0.12, 0.10, 0.87, -0.05, 0.61, -0.31, 0.01, -0.05, -1.04], "homo_ha": -0.324, "orbital_gap_ev": 8.428, "charge": 0, "smiles": "N/N=C\\NSC=S", "spin_multiplicity": 1, "lumo_ev": -0.392}

***

Model Q:
{"formula": "C2H5N3S2", "method": "ωB97M-V/def2-TZVPD", "elements": ["N", "H", "C", "H", "N", "S", "S", "H", "C", "N", "H", "H"], "positions_angstrom": [[0.10352, 1.50394, -1.07590], [-1.79328, 1.38093, 0.37616], [-1.07308, 0.66595, 0.76691], [2.11652, 0.19019, 0.15073], [-0.02239, 0.54030, -0.12439], [-1.26615, -0.04960, 2.17756], [-0.22456, -2.47504, 0.18394], [-0.42799, 1.27582, -1.90183], [1.15307, -0.29831, 0.03258], [1.14422, -1.54625, 0.17761], [0.51595, -3.58906, -0.03265], [-0.22584, 2.40113, -0.73072]], "lowdin_charge": [0.05, 0.06, -0.73, 0.12, -0.26, 0.65, 0.72, 0.10, -0.28, -0.39, -0.12, 0.09], "homo_ha": -0.318, "orbital_gap_ev": 8.939, "charge": 0, "smiles": "NN(C=S)/C=N\\S", "spin_multiplicity": 1, "lumo_ev": 0.276}

***

Which is most stable? The ranking, best first, is model P, model Q.

***

Model P:
{"formula": "C4H10N2O", "method": "ωB97M-V/def2-TZVPD", "elements": ["H", "N", "H", "H", "H", "H", "C", "O", "H", "C", "C", "H", "H", "N", "H", "C", "H"], "positions_angstrom": [[0.74484, 1.13254, -0.77089], [-2.48184, 1.41459, -0.08227], [-2.39870, 1.75725, -1.02394], [0.83670, -0.33576, -1.69981], [-1.70133, 0.35018, 1.52105], [-0.58733, 1.41150, 0.89638], [1.91223, -2.00029, 0.10115], [2.93340, -2.60705, 0.58058], [1.00346, -2.55169, -0.21400], [-1.36700, 0.73426, 0.54222], [0.59436, 0.04113, -0.70008], [2.53552, 0.06355, 0.09976], [-1.34985, -0.44451, -1.09294], [-0.77840, -0.28377, -0.27626], [-2.91598, 2.07713, 0.54243], [1.63370, -0.53647, 0.26397], [1.38623, -0.22257, 1.31264]], "lowdin_charge": [0.09, -0.01, 0.05, 0.08, 0.10, 0.09, -0.50, -0.25, 0.05, -0.38, -0.30, 0.09, 0.09, -0.06, 0.05, -0.29, 0.09], "homo_ha": [0.023, -0.109], "orbital_gap_ev": [2.939, 6.453], "charge": -1, "spin_multiplicity": 2, "lumo_ev": [3.564, 3.491]}

***

Model Q:
{"formula": "C4H10N2O", "method": "ωB97M-V/def2-TZVPD", "elements": ["H", "C", "N", "O", "N", "H", "H", "C", "H", "H", "H", "C", "H", "C", "H", "H", "H"], "positions_angstrom": [[0.47541, -1.93338, 0.66868], [-0.03761, 0.56814, 0.73844], [-0.82983, -0.48840, 0.08775], [-1.02603, -2.70799, -0.45048], [2.23923, 0.07687, -0.04054], [0.84914, 1.24721, -1.10863], [-1.80892, 0.60959, -1.46158], [-0.45216, -1.77738, 0.09748], [-2.70963, 0.39876, 0.04955], [-2.48855, -0.97568, -1.04292], [0.23734, 0.12986, 1.69925], [-2.00771, -0.08359, -0.64170], [-0.69119, 1.42454, 0.93008], [1.13688, 1.05163, -0.07709], [1.47155, 2.00463, 0.36109], [2.98036, 0.33780, -0.69622], [2.66171, 0.11738, 0.88682]], "lowdin_charge": [0.12, -0.32, -0.15, -0.03, -0.05, 0.08, 0.06, -0.39, 0.06, 0.07, 0.07, -0.14, 0.05, -0.48, 0.02, 0.02, 0.01], "homo_ha": [0.043, -0.207], "orbital_gap_ev": [2.874, 9.672], "charge": -1, "spin_multiplicity": 2, "lumo_ev": [4.047, 4.032]}

***

Which is most stable? The ranking, best first, is model Q, model P.

***

Model P:
{"formula": "C3H15NO3S", "method": "ωB97M-V/def2-TZVPD", "elements": ["H", "O", "H", "H", "H", "H", "N", "H", "O", "C", "H", "C", "H", "O", "H", "H", "H", "H", "H", "S", "H", "C", "H"], "positions_angstrom": [[0.75003, -0.44315, -1.80931], [-2.69079, -3.38739, -0.11328], [2.57838, -0.62938, 0.99525], [3.20944, 1.88550, -0.72544], [-2.92028, -3.07504, 0.84807], [0.65109, -2.15619, 2.24457], [-0.52420, -0.16926, -0.26983], [1.41661, -1.33435, 3.24141], [-3.17736, 1.54477, 0.05629], [0.98818, 1.53175, -1.22740], [1.04255, 2.27542, -1.94672], [2.41932, 1.03483, -0.71097], [0.49190, 1.99175, -0.40060], [1.53300, -1.93115, 2.53513], [-3.06993, 2.57410, 0.04789], [0.04382, -0.03184, 0.58307], [-1.74969, -3.22059, 0.09012], [-1.43294, 0.02397, 0.06637], [2.83992, 0.20759, -1.21555], [2.43584, 0.71036, 1.21245], [-4.22088, 1.74652, 0.20421], [0.09760, 0.35947, -1.45943], [-0.71162, 0.49230, -2.24629]], "lowdin_charge": [0.09, -0.12, -0.14, 0.07, 0.08, 0.03, -0.01, 0.01, -0.16, -0.25, 0.08, -0.42, 0.08, -0.08, 0.08, 0.01, 0.01, 0.02, 0.04, 0.64, 0.11, -0.32, 0.14], "homo_ha": -0.316, "orbital_gap_ev": 8.898, "charge": 0, "smiles": "NCCCS.O.O.O", "spin_multiplicity": 1, "lumo_ev": 0.309}

***

Model Q:
{"formula": "C3H15NO3S", "method": "ωB97M-V/def2-TZVPD", "elements": ["H", "S", "H", "O", "H", "H", "H", "H", "C", "N", "H", "C", "H", "C", "O", "H", "H", "O", "H", "H", "H", "H", "H"], "positions_angstrom": [[-0.54206, -0.28819, -1.01275], [-0.68213, -3.48544, -1.07270], [-1.88263, -0.83749, 2.96651], [-2.21945, -0.08240, 2.41839], [1.94894, -1.76597, -0.81323], [-0.65337, 2.70875, -1.99829], [-0.61288, -2.61169, -2.17920], [-1.42474, 0.22228, 1.93774], [0.99077, -1.25302, -0.30556], [0.35209, -0.55609, -1.48280], [1.40853, 0.72655, 0.55989], [1.52801, -0.30524, 0.80570], [-0.71298, -1.71071, 0.73515], [0.00910, -2.31420, 0.20115], [-0.30586, 4.11762, 1.10872], [-1.52731, 1.63685, -2.32776], [2.68180, -0.43896, 0.73086], [-0.64845, 1.87266, -2.04134], [0.91309, 0.16046, -1.89674], [1.12200, -0.53777, 1.83744], [0.45286, 3.83625, 0.64868], [-0.99508, 3.87289, 0.39813], [0.79974, -2.96715, 0.78202]], "lowdin_charge": [0.07, 0.63, 0.06, -0.08, 0.16, -0.08, -0.12, 0.02, -0.54, -0.02, 0.04, -0.07, 0.04, -0.55, -0.06, 0.07, 0.10, 0.04, 0.05, 0.08, -0.01, 0.07, 0.11], "homo_ha": -0.328, "orbital_gap_ev": 9.010, "charge": 0, "smiles": "C[C@H](N)CS.O.O.O", "spin_multiplicity": 1, "lumo_ev": 0.089}

***

Which is most stable? The ranking, best first, is model P, model Q.

***

Model P:
{"formula": "C5H11N2Si", "method": "ωB97M-V/def2-TZVPD", "elements": ["H", "H", "C", "H", "H", "N", "Si", "H", "H", "C", "H", "N", "H", "C", "H", "H", "H", "C", "C"], "positions_angstrom": [[1.45651, -2.18965, -0.42540], [-0.02715, -1.76953, 1.74563], [1.23611, 2.02072, -0.10532], [0.02766, 3.21662, -1.21411], [-1.39747, 0.79770, -1.35287], [2.14050, 0.18989, 1.02155], [0.43579, -1.39253, -1.17315], [1.20978, -1.30397, -2.32659], [-0.81202, -0.28376, 2.54505], [-0.00391, 0.09498, 0.00058], [-1.74642, -1.26020, 1.30370], [1.17874, 0.79708, 0.45890], [2.09310, -0.82573, 1.19038], [-0.89904, 1.17383, -0.54195], [2.11703, 2.73181, 0.05070], [-1.56886, 1.66753, 0.17570], [-0.71806, -2.12212, -1.61524], [0.10780, 2.31918, -0.74384], [-0.71284, -0.91008, 1.60920]], "lowdin_charge": [-0.04, 0.04, -0.05, 0.10, 0.09, 0.26, 0.75, -0.09, 0.08, -0.40, 0.07, -0.18, 0.09, -0.12, 0.18, 0.15, -0.05, 0.08, 0.06], "homo_ha": -0.540, "orbital_gap_ev": 8.780, "charge": 1, "spin_multiplicity": 1, "lumo_ev": -5.913}

***

Model Q:
{"formula": "C5H11N2Si", "method": "ωB97M-V/def2-TZVPD", "elements": ["H", "H", "C", "H", "H", "C", "H", "H", "H", "H", "C", "N", "C", "H", "H", "N", "H", "Si", "C"], "positions_angstrom": [[0.95702, 1.17222, -2.49131], [1.07260, 1.38089, 1.79939], [0.38740, 0.37070, 0.02793], [-0.25750, -0.92318, -2.27775], [2.30360, 0.44209, 0.92968], [1.42871, 1.07755, 0.81368], [-0.59258, 2.61262, 0.55338], [0.45213, -2.57089, 0.25239], [1.77180, 1.96772, 0.28007], [2.13155, -0.79941, -1.65438], [-0.10814, -1.75407, 0.67867], [-0.93398, 0.74755, 0.26224], [-1.45145, -1.52450, 0.27076], [-2.90979, 0.06892, 0.00224], [0.19953, -1.44804, 1.66660], [-1.32612, 1.90577, 0.53915], [-2.09044, -2.35718, 0.00665], [0.85754, -0.11390, -1.80349], [-1.89188, -0.25487, 0.14410]], "lowdin_charge": [-0.05, 0.10, -0.40, -0.05, 0.10, -0.09, 0.10, 0.10, 0.10, -0.04, 0.09, -0.22, -0.08, 0.14, 0.10, 0.24, 0.14, 0.76, -0.04], "homo_ha": [-0.497, -0.497], "orbital_gap_ev": [8.404, 8.404], "charge": 1, "spin_multiplicity": 1, "lumo_ev": [-5.129, -5.127]}

***

Which is most stable? The ranking, best first, is model Q, model P.